Formula: C27H63Cl2CrGeN2OSi7Te
Source: the OMol25 dataset
Level of theory: wB97M-V/def2-TZVPD

Each line ends with the Löwdin charge.
CARTESIAN COORDINATES (ANGSTROEM)
Cr 1.3449 0.5168 0.6101  0.088
N 4.5105 1.7681 3.0477  0.170
C 3.3461 1.3049 2.5158  -0.551
O 3.2821 1.0336 1.3217  -0.074
C 2.1496 1.1623 3.4178  -0.233
C 1.0440 0.4276 2.6748  -0.292
H 5.3312 1.6741 2.4725  0.101
H 4.6314 1.7024 4.0418  0.094
H 1.8514 2.1929 3.6377  0.073
H 2.4647 0.7270 4.3784  0.104
H 0.0475 0.7245 3.0060  0.020
H 1.1236 -0.6576 2.8427  0.023
C -5.2980 2.7426 2.1809  -0.227
Si -3.6738 1.7768 2.0010  0.321
C -2.2676 2.9628 2.3979  -0.231
C -3.6878 0.4159 3.3023  -0.228
Si -3.2970 0.8546 -0.1063  -0.051
Te -1.2922 -0.5648 -0.0756  0.486
Si -5.0614 -0.5698 -0.6686  0.307
C -4.9844 -1.0677 -2.4873  -0.231
C -6.7401 0.2731 -0.3907  -0.232
C -5.0265 -2.1360 0.3681  -0.233
Si -3.0600 2.5196 -1.7207  0.325
C -1.6875 3.6749 -1.1878  -0.205
C -2.5832 1.7626 -3.3734  -0.216
C -4.6468 3.5284 -1.9859  -0.229
H -5.2871 3.3197 3.1119  0.017
H -6.1606 2.0728 2.2122  0.005
H -5.4459 3.4410 1.3541  0.006
H -2.2030 3.1446 3.4764  0.027
H -2.4026 3.9250 1.8985  0.019
H -1.3139 2.5499 2.0626  -0.014
H -3.7199 0.8360 4.3126  0.020
H -2.7866 -0.1934 3.2016  0.014
H -4.5524 -0.2415 3.1778  0.008
H -5.4093 -0.2893 -3.1256  0.016
H -5.5432 -1.9934 -2.6613  0.018
H -3.9491 -1.2361 -2.7921  0.019
H -6.7501 1.2833 -0.8062  0.008
H -6.9616 0.3507 0.6771  0.008
H -7.5517 -0.2966 -0.8571  0.016
H -4.0721 -2.6464 0.2210  0.009
H -5.8390 -2.8165 0.0932  0.019
H -5.1120 -1.9022 1.4313  0.010
H -0.9057 3.1003 -0.6893  0.007
H -2.0373 4.4446 -0.4947  0.027
H -1.2250 4.1723 -2.0464  0.037
H -1.6275 1.2430 -3.2681  0.024
H -2.4653 2.5482 -4.1264  0.025
H -3.3231 1.0447 -3.7325  0.004
H -4.9709 4.0112 -1.0605  0.006
H -5.4657 2.8988 -2.3445  0.007
H -4.4744 4.3119 -2.7314  0.017
Cl 2.1088 2.2830 -3.4915  0.648
C 1.8997 3.5136 -2.2710  -0.612
C 1.9815 4.8274 -2.6637  -0.180
C 1.8411 5.8697 -1.7463  -0.160
C 1.6277 5.5247 -0.4148  -0.177
C 1.5493 4.2069 -0.0313  -0.587
Cl 1.2412 3.8795 1.6596  0.727
C 1.6410 3.0706 -0.9202  -0.502
N 1.4956 1.8267 -0.5722  -0.115
H 2.1641 5.0366 -3.7112  0.082
H 1.8953 6.9042 -2.0576  0.070
H 1.5100 6.2903 0.3430  0.083
C 5.2344 -0.5138 -1.0960  -0.227
Si 4.5817 -1.8407 0.0825  0.313
C 5.5363 -3.4342 -0.3380  -0.237
C 5.2069 -1.4290 1.8431  -0.232
Ge 2.2080 -1.8467 -0.0297  0.531
Si 1.7581 -2.6392 -2.2310  0.283
C 3.0008 -3.9380 -2.8606  -0.235
C 1.7938 -1.2161 -3.4520  -0.248
C 0.0502 -3.4480 -2.3504  -0.248
Si 1.6807 -3.7267 1.3393  0.285
C -0.0843 -3.7100 1.9953  -0.249
C 2.7928 -3.8343 2.8718  -0.235
C 1.9085 -5.3987 0.4673  -0.235
H 6.2351 -0.1704 -0.8088  0.015
H 4.5604 0.3445 -1.1018  0.016
H 5.2931 -0.9015 -2.1178  0.015
H 6.5740 -3.3637 0.0063  0.014
H 5.5443 -3.6199 -1.4134  0.000
H 5.0794 -4.3037 0.1428  0.003
H 5.6350 -2.3151 2.3188  0.011
H 4.4025 -1.0664 2.4851  0.002
H 5.9875 -0.6621 1.8015  0.012
H 3.9350 -3.4564 -3.1617  0.007
H 2.5940 -4.4553 -3.7370  0.014
H 3.2389 -4.6855 -2.1026  -0.001
H 2.8105 -0.9998 -3.7909  0.017
H 1.4038 -0.3169 -2.9701  -0.027
H 1.1768 -1.4282 -4.3318  0.025
H -0.1914 -4.0428 -1.4673  -0.001
H -0.0127 -4.0929 -3.2338  0.016
H -0.7167 -2.6733 -2.4205  -0.022
H -0.2668 -2.8072 2.5836  0.009
H -0.2782 -4.5872 2.6228  0.017
H -0.8093 -3.6869 1.1791  -0.004
H 2.6959 -2.9338 3.4843  0.017
H 3.8452 -3.9399 2.6014  0.002
H 2.5069 -4.6944 3.4874  0.017
H 1.3288 -5.4443 -0.4566  0.004
H 1.5819 -6.2203 1.1147  0.017
H 2.9572 -5.5664 0.2073  0.005

Its highest occupied orbital energy (spin up / spin down) is -0.82 / -1.29 eV. As for the electronic energy: -7587.81261 a.u. Its expectation value of S² is 0.7795. The calculation puts the frontier orbital gap (spin up / spin down) at 0.1854 / 0.2027 hartree. The total charge is -2. For the LUMO energy (spin up / spin down), the calculation gives 4.23 / 4.23 eV. Its multiplicity is 2.

=====

Formula: C27H63FI2N7O3P2
Source: the OMol25 dataset
Level of theory: wB97M-V/def2-TZVPD

Each line ends with the Löwdin charge.
CARTESIAN COORDINATES (ANGSTROEM)
C 1.7865 2.9660 2.2364  -0.104
C 1.6718 2.9898 0.7091  -0.245
C 1.4658 4.4101 0.1491  -0.157
C 0.4856 4.4718 -1.0585  -0.304
C 1.1527 5.0739 -2.2911  -0.042
C -0.8749 5.0988 -0.6197  -0.239
C -1.9766 4.1209 -1.1275  -0.207
C -2.3805 3.1093 -0.0114  -0.158
C -3.7439 3.3252 0.6600  -0.075
N -3.0945 4.9227 -1.7977  -0.045
C -3.5885 4.2256 -3.0501  -0.124
C -4.3038 2.9203 -2.7455  -0.846
O -5.3569 2.8955 -2.2264  0.061
I -3.3078 1.1315 -3.3306  0.952
C -2.4044 6.1615 -2.2738  -0.163
C -1.4073 6.4683 -1.1869  -0.527
I -2.7818 7.1139 0.4798  1.089
C -0.4750 7.6572 -1.4487  -0.380
C -1.0045 9.0642 -1.2492  -0.102
F -0.1856 7.5775 -2.8231  -0.031
H 2.2182 2.0191 2.5491  0.067
H 0.7828 2.9491 2.6634  0.065
H 2.3570 3.8059 2.6287  0.075
H 2.5487 2.5283 0.2533  0.111
H 0.8346 2.3378 0.4411  0.089
H 2.4357 4.7415 -0.2231  0.113
H 1.1232 5.0587 0.9551  0.109
H 0.2698 3.4287 -1.2989  0.121
H 0.4928 5.1344 -3.1562  0.079
H 2.0275 4.4735 -2.5347  0.096
H 1.5249 6.0711 -2.0682  0.075
H -0.9314 5.2390 0.4503  0.067
H -1.6382 3.4740 -1.9345  0.116
H -1.5894 3.1504 0.7355  0.112
H -2.3486 2.1027 -0.4260  0.076
H -4.0421 4.3700 0.7294  0.021
H -3.6947 2.9468 1.6794  0.072
H -4.5211 2.7502 0.1620  0.069
H -3.9661 5.0520 -1.2770  0.138
H -4.3539 4.8869 -3.4635  0.153
H -2.8043 4.1353 -3.7925  0.119
H -3.0757 6.9905 -2.4740  0.136
H -1.8348 5.9300 -3.1744  0.140
H 0.4440 7.5535 -0.8722  0.151
H -2.0057 9.1983 -1.6535  0.071
H -0.3519 9.6985 -1.8512  0.097
H -0.9107 9.4108 -0.2257  0.067
O 0.1396 -0.0529 2.4369  -0.284
P -0.8213 -1.1883 2.3521  0.645
N -2.1006 -0.7656 3.4122  -0.322
C -1.8675 -0.7250 4.8494  -0.104
C -2.7812 0.4316 2.9488  -0.150
N 0.1116 -2.4931 2.9005  -0.302
C -0.2800 -3.3836 3.9752  -0.128
C 1.5597 -2.3021 2.8843  -0.131
N -1.7858 -2.1606 1.2788  -0.292
C -1.6241 -1.7682 -0.1234  -0.141
C -3.1702 -2.5097 1.5608  -0.127
H -2.8065 -0.4926 5.3552  0.086
H -1.1196 0.0212 5.1463  0.092
H -1.5557 -1.6952 5.2221  0.049
H -3.1290 0.2916 1.9175  0.062
H -2.1313 1.3190 2.9694  0.074
H -3.6621 0.6256 3.5631  0.090
H -0.0799 -2.9513 4.9622  0.075
H 0.2824 -4.3171 3.9037  0.085
H -1.3351 -3.6571 3.9140  0.079
H 1.9255 -1.7452 3.7552  0.087
H 1.8658 -1.7641 1.9914  0.067
H 2.0554 -3.2740 2.8602  0.075
H -2.1274 -0.8157 -0.3410  0.053
H -2.0178 -2.5329 -0.7944  0.082
H -0.5618 -1.6472 -0.3562  0.073
H -3.8772 -1.6845 1.4042  0.073
H -3.2928 -2.8740 2.5747  0.074
H -3.4407 -3.3221 0.8821  0.089
O 4.4561 -5.4918 0.2374  -0.284
P 3.7110 -5.9906 -0.9489  0.647
N 2.3821 -4.9157 -1.1149  -0.324
C 1.3376 -4.9110 -0.1067  -0.108
C 2.8343 -3.5657 -1.4169  -0.135
N 3.2582 -7.5551 -0.4452  -0.308
C 1.9004 -8.0541 -0.4560  -0.140
C 4.0072 -8.1103 0.6787  -0.132
N 3.8043 -6.4347 -2.6279  -0.299
C 5.1498 -6.2858 -3.2032  -0.128
C 2.7979 -6.0272 -3.5964  -0.139
H 0.5475 -4.2110 -0.3923  0.073
H 1.7027 -4.6243 0.8884  0.078
H 0.8510 -5.8789 -0.0327  0.049
H 3.4669 -3.5666 -2.3103  0.069
H 3.4140 -3.1251 -0.5961  0.081
H 1.9763 -2.9240 -1.6289  0.077
H 1.3258 -7.7124 0.4142  0.072
H 1.9069 -9.1466 -0.4367  0.083
H 1.3693 -7.7686 -1.3663  0.076
H 3.6414 -7.7501 1.6483  0.084
H 5.0610 -7.8598 0.6069  0.070
H 3.9237 -9.1987 0.6554  0.081
H 5.4200 -5.2360 -3.3713  0.078
H 5.2166 -6.8156 -4.1536  0.080
H 5.8937 -6.7220 -2.5328  0.080
H 2.8735 -4.9749 -3.8998  0.073
H 1.7925 -6.2033 -3.2290  0.068
H 2.9391 -6.6473 -4.4848  0.087

Its highest occupied orbital energy is -9.50 eV. As for the electronic energy: -3053.25447 a.u. The calculation puts the frontier orbital gap at 0.2249 hartree. The total charge is +1. For the LUMO energy, the calculation gives -3.37 eV.